{"formula": "C4H9BrO", "method": "ωB97M-V/def2-TZVPD", "symbols": ["C", "C", "C", "C", "O", "Br", "H", "H", "H", "H", "H", "H", "H", "H", "H"], "coordinates": [[0.5938, 0.1323, 2.4485], [-1.5153, -0.2264, -1.7200], [1.0976, 1.1707, 1.4441], [-0.0714, -0.5118, -1.9182], [0.4162, 2.1148, 1.1112], [0.8353, -2.2064, -1.0371], [1.4718, 0.0532, 3.2350], [0.3797, -0.7778, 2.0166], [-0.3068, 0.4867, 3.0624], [-1.7314, 0.7453, -2.1168], [-2.0862, -0.9044, -2.4406], [-1.9051, -0.4118, -0.7837], [2.1366, 0.8843, 0.9628], [0.1468, -0.7711, -2.9577], [0.5385, 0.2223, -1.3064]], "mulliken_charge": [-0.781, -0.956, 0.198, -0.396, -0.477, -0.233, 0.283, 0.230, 0.263, 0.316, 0.307, 0.338, 0.299, 0.388, 0.223], "de_lowest_kj_mol": 119.55, "e_lumo_ev": 0.660, "multiplicity": 1, "homo_ev": -10.00, "smiles": "CC=O.CCBr"}